[1]
Entry from OMol25: C3H8N2 in the gas phase at a distorted geometry (ωB97M-V with the def2-TZVPD basis set).

Structure (XYZ):
```
13
Properties=species:S:1:pos:R:3:forces:R:3
C -1.4960 0.7624 0.0490 0.941 -2.015 1.065
C -0.8944 -0.6969 -0.1795 -0.511 0.267 0.271
C 1.4939 -0.1117 -0.4296 3.348 1.671 -0.229
H -0.8695 1.3812 -0.5456 0.697 1.105 0.043
H -1.3994 0.8925 1.1714 -0.224 0.574 -1.447
H -2.5055 0.9481 -0.3193 -0.098 -0.553 0.289
H -1.4362 -1.3814 0.5029 0.250 0.080 -0.761
H -0.9866 -1.0199 -1.2434 -0.036 0.148 0.851
H 0.7923 -0.8723 1.2110 -0.917 -0.077 -1.118
H 1.4108 0.0384 -1.5041 -0.547 -0.365 -0.139
H 2.7240 0.4810 1.0865 -0.456 -0.745 -2.203
N 0.5397 -0.8223 0.1970 -0.630 0.186 1.814
N 2.6269 0.4009 0.0036 -1.817 -0.274 1.565
```
Positions in Å, forces in eV/Å.

Output
Frontier orbital gap (eV): 10.023
Relative energy (zero: lowest compared OMol25 entry of this formula, charge and spin) (eV): 1.875

[2]
Entry from OMol25: C4H9N in the gas phase at a distorted geometry (ωB97M-V with the def2-TZVPD basis set).

Structure (XYZ):
```
14
Properties=species:S:1:pos:R:3:forces:R:3
C -0.3742 -1.2122 -1.5001 3.063 -1.967 2.266
N 0.0621 0.1275 -1.1148 0.294 -0.509 -0.189
C 0.8718 0.2697 0.0768 4.189 -2.760 -0.439
C -0.8494 0.9690 1.5806 2.899 0.583 0.127
C 0.5399 1.0219 1.3056 -4.691 -1.555 -0.928
H -0.8032 -1.2832 -2.4772 -0.188 0.272 -0.532
H -1.0407 -1.6872 -0.7339 0.225 0.240 -0.608
H 0.6444 -1.8981 -1.4717 -2.607 1.512 -0.359
H -0.7126 0.7017 -0.9981 -1.748 1.280 -0.021
H 1.2267 -0.7593 0.3815 -0.405 0.412 -0.197
H 1.8833 0.6523 -0.2890 -0.998 0.058 0.600
H -1.4614 1.8107 1.7842 -0.159 0.611 1.723
H -1.3618 0.0171 1.5478 -0.236 -0.034 -1.655
H 1.3752 1.2700 1.9082 0.362 1.856 0.215
```
Positions in Å, forces in eV/Å.

Output
Frontier orbital gap (eV): 8.463
Relative energy (zero: lowest compared OMol25 entry of this formula, charge and spin) (eV): 3.559

[3]
Entry from OMol25: a molecular structure, C16H10Cl6Cu at a distorted geometry (ωB97M-V with the def2-TZVPD basis set).

Structure (XYZ):
```
33
Properties=species:S:1:pos:R:3:forces:R:3
C 2.1299 -2.3477 1.7794 -0.041 -0.022 -1.222
C 2.2629 -2.0323 0.4123 -1.184 -0.475 -0.038
C 0.9062 -2.0113 -0.1819 1.128 0.074 1.029
H 3.1788 -1.8517 -0.1577 -0.369 0.007 0.367
C 0.0050 -2.3256 0.9055 0.604 -0.468 0.068
C 0.7402 -2.5257 2.0734 -0.011 -0.288 -0.631
H 0.3474 -2.8084 3.0428 -0.076 0.184 -0.061
H 2.9561 -2.5005 2.4770 -0.271 0.264 -0.160
H 0.6760 -2.0641 -1.2457 0.076 -0.078 0.158
H -1.0601 -2.4169 0.7674 -0.165 0.005 0.175
Cu 0.7110 0.0740 -0.1726 -0.208 -0.222 0.750
Cl 2.3289 1.3938 0.3747 0.930 0.917 1.369
C 1.2203 2.0198 -2.2782 0.262 -0.091 -1.025
C -0.0022 1.4760 -2.7326 0.368 0.051 -0.465
C 0.2707 0.2112 -3.3398 0.476 0.382 -0.095
H -0.9517 2.0242 -2.7412 0.310 -0.407 0.153
C 1.6719 -0.0154 -3.2601 -0.188 0.697 -0.029
C 2.2609 1.1028 -2.6047 -0.379 0.096 -0.766
H 3.3360 1.2655 -2.4877 -0.478 -0.138 0.281
H 1.3491 3.0271 -1.8710 -0.048 -0.578 0.096
H -0.4226 -0.4135 -3.8958 -0.084 -0.009 0.254
H 2.2202 -0.8293 -3.7399 -0.194 0.083 0.313
Cl 0.1561 0.2482 3.5754 0.593 0.026 0.355
C -1.0845 0.6145 2.4663 -1.673 0.980 0.126
C -0.9143 0.4508 1.1042 0.992 -0.800 -0.423
C -1.9900 0.6337 0.2773 -1.546 1.118 0.909
Cl -2.0340 -0.1420 -1.2413 -0.484 -0.218 -0.456
C -3.1030 1.3985 0.7047 0.687 -0.533 0.953
Cl -4.1830 2.0903 -0.4320 -0.437 0.008 -0.277
C -3.2919 1.6040 2.0940 1.075 -0.629 -0.592
Cl -4.7147 2.4008 2.6513 -0.129 0.088 0.140
C -2.3224 1.1121 2.9991 0.453 -0.085 -1.751
Cl -2.6532 1.1371 4.6775 0.009 0.066 0.495
```
Positions in Å, forces in eV/Å.

Output
Net charge: -2
Frontier orbital gap (alpha / beta) (eV): 4.500 / 4.459
Spin multiplicity: 2

[4]
Entry from OMol25: C19H22N6 in the gas phase (ωB97M-V with the def2-TZVPD basis set).

Structure (XYZ):
```
47
Properties=species:S:1:pos:R:3:forces:R:3
N -5.4631 -2.6171 1.5723 0.202 -0.032 0.231
H -4.8920 -1.8250 1.8462 0.010 -0.112 0.041
H -4.8560 -3.4186 1.4353 -0.007 0.074 0.093
C -6.2041 -2.3204 0.3664 0.050 -0.065 -0.313
C -5.3407 -2.0420 -0.8892 -0.286 -0.064 0.312
C -4.4950 -0.8379 -0.6946 0.036 -0.138 -0.082
N -4.8571 0.3818 -0.9540 -0.590 -0.122 -0.257
C -3.8030 1.1784 -0.5818 0.672 -0.217 0.332
C -3.6395 2.5562 -0.6442 -0.038 -0.168 0.003
C -2.4457 3.0818 -0.1963 0.012 0.105 0.005
C -1.4169 2.2823 0.3149 -0.068 -0.036 0.051
C -1.5695 0.9067 0.3861 0.001 0.012 0.027
C -2.7604 0.3722 -0.0681 -0.204 0.622 -0.089
N -3.2371 -0.9131 -0.1456 0.024 -0.112 -0.027
H -2.7360 -1.7502 0.1013 -0.113 0.053 -0.065
H -0.7793 0.2800 0.7736 0.126 -0.046 0.017
C -0.1356 2.9134 0.8004 -0.001 -0.023 0.025
C 1.0759 2.1634 0.3152 0.164 0.055 0.216
C 1.9928 1.6429 1.2117 -0.111 0.075 0.048
C 3.0784 0.9583 0.6925 -0.194 0.060 -0.679
N 4.1522 0.3305 1.2740 0.077 -0.036 0.064
C 4.9158 -0.1773 0.2554 0.130 0.020 0.085
N 4.4112 0.0677 -0.9193 0.355 -0.132 -0.335
C 3.2586 0.7802 -0.6974 -0.239 0.179 0.821
C 2.3290 1.3039 -1.5886 0.003 0.020 0.092
C 1.2550 1.9881 -1.0643 0.036 0.013 -0.111
H 0.5127 2.4050 -1.7295 -0.089 0.024 -0.087
H 2.4544 1.1750 -2.6515 0.020 -0.010 -0.136
C 6.1418 -0.9776 0.4972 -0.029 -0.376 -0.079
H 6.4037 -0.9527 1.5563 0.066 0.035 0.025
C 5.9148 -2.4435 0.0420 0.106 0.151 0.181
N 5.6643 -2.6020 -1.3695 -0.044 -0.088 -0.330
H 6.4774 -2.3092 -1.9024 -0.103 -0.019 -0.003
H 4.8999 -1.9892 -1.6456 0.187 -0.063 -0.045
H 5.0552 -2.8530 0.5822 0.127 -0.008 0.085
H 6.7962 -3.0342 0.3064 -0.103 0.013 0.089
H 6.9686 -0.5587 -0.0812 -0.008 0.025 0.083
H 4.3468 0.2642 2.2588 0.041 -0.013 -0.110
H 1.8671 1.7679 2.2781 -0.076 0.052 0.099
H -0.1375 2.9375 1.8943 0.052 0.085 -0.036
H -0.0880 3.9469 0.4474 -0.036 0.000 0.078
H -2.2940 4.1511 -0.2391 0.037 0.102 -0.004
H -4.4235 3.1845 -1.0346 -0.101 0.078 -0.055
H -4.7104 -2.9109 -1.0984 -0.060 -0.026 -0.041
H -6.0034 -1.8694 -1.7361 0.078 -0.002 -0.084
H -6.8571 -3.1724 0.1598 -0.057 0.132 -0.043
H -6.8270 -1.4456 0.5632 -0.053 -0.077 -0.094
```
Positions in Å, forces in eV/Å.

Output
Frontier orbital gap (eV): 8.608
Relative energy (zero: lowest compared OMol25 entry of this formula, charge and spin) (eV): 0.265